1.
{"formula": "C5H20N2O4", "method": "ωB97M-V/def2-TZVPD", "largest_force_ev_per_a": 4.996, "total_charge": 2, "e_lumo_ev": -7.80, "e_above_lowest_ev": 3.788, "homo_ev": -17.27, "total_energy_ha": -612.26402, "symbols": ["O", "O", "O", "O", "N", "N", "C", "C", "C", "C", "C", "H", "H", "H", "H", "H", "H", "H", "H", "H", "H", "H", "H", "H", "H", "H", "H", "H", "H", "H", "H"], "positions_angstrom": [[-2.3760, -1.3984, 2.1398], [-0.9388, -1.9050, -0.5896], [-0.7148, -1.2958, -3.3603], [-1.6610, 1.1348, 2.9516], [0.8027, 2.1439, -1.9501], [0.1813, -0.7605, 2.2645], [0.2344, 1.8378, -3.0798], [2.0997, 0.2196, 0.8683], [1.2531, -1.0136, 1.2259], [1.3713, 0.9574, -0.1138], [1.7618, 1.3870, -1.2822], [0.0330, -1.9168, -3.6794], [2.7622, 1.1513, -1.7186], [3.1198, -0.2873, 0.6411], [-1.3382, 2.1042, 3.0984], [0.6780, -1.5886, 0.3954], [1.8374, -1.9155, 1.5752], [-0.7065, -1.2765, 1.8594], [-2.6604, -0.4183, 2.2034], [-2.6931, -1.9115, 2.8542], [-2.5642, 1.2122, 2.6632], [0.3272, -1.1972, 3.2778], [2.7741, 0.8183, 1.6334], [-0.4329, 2.6893, -3.5913], [-0.8811, -1.6171, -1.4869], [0.2823, 1.2754, 0.0767], [-1.4733, -1.7627, -3.8850], [-1.7885, -2.0807, -0.1808], [-0.0049, 0.3037, 2.5168], [0.5856, 1.0584, -3.7752], [0.4575, 3.0613, -1.5215]]}

2.
{"formula": "C5H8FHoO4", "method": "ωB97M-V/def2-TZVPD", "s2": 8.754, "largest_force_ev_per_a": 4.651, "total_charge": 1, "multiplicity": 6, "e_lumo_ev": [-4.49, -5.38], "e_above_lowest_ev": 0.284, "homo_ev": [-11.36, -13.18], "total_energy_ha": -1543.89311, "symbols": ["Ho", "F", "O", "O", "O", "O", "C", "C", "C", "C", "C", "H", "H", "H", "H", "H", "H", "H", "H"], "positions_angstrom": [[1.9162, 1.7444, -0.2121], [-1.0149, 1.1112, 5.1245], [1.5689, -0.4247, 0.5780], [-0.8711, -0.0085, 2.2506], [-0.0282, 1.8611, 1.3484], [0.4773, 1.2561, 3.4535], [0.0080, 0.9865, 2.2145], [2.3132, -2.6752, -0.0078], [-0.7921, -0.6530, 3.5225], [2.1917, -1.5774, 1.0389], [-0.1050, 0.3946, 4.3900], [0.6698, 0.0217, 5.0672], [1.3444, -2.8767, -0.4887], [2.6655, -3.6116, 0.4503], [3.0422, -2.3897, -0.7812], [1.6091, -1.9668, 1.9000], [-0.1676, -1.5482, 3.4136], [-1.7995, -0.8920, 3.8743], [3.1979, -1.3555, 1.4473]]}

3.
{"formula": "C3H3FeO", "method": "ωB97M-V/def2-TZVPD", "s2": 8.781, "largest_force_ev_per_a": 2.317, "multiplicity": 6, "e_lumo_ev": [-0.53, -1.73], "homo_ev": [-9.19, -9.18], "total_energy_ha": -1454.82223, "symbols": ["Fe", "O", "C", "C", "C", "H", "H", "H"], "positions_angstrom": [[-0.8570, 2.0875, -0.4288], [-0.3530, 3.3933, 0.6687], [-0.4954, 0.1254, -0.1646], [-0.0356, -0.6933, 0.7673], [0.4409, -1.0468, -0.5896], [1.4960, -0.8854, -0.8603], [-0.0113, -1.8754, -1.1567], [-0.1846, -1.1053, 1.7640]]}

4.
{"formula": "C5H7N", "method": "ωB97M-V/def2-TZVPD", "largest_force_ev_per_a": 0.178, "smiles": "Cc1cc[nH]c1", "e_lumo_ev": 1.08, "e_above_lowest_ev": 0.059, "homo_ev": -8.14, "total_energy_ha": -249.47108, "symbols": ["N", "C", "C", "C", "C", "C", "H", "H", "H", "H", "H", "H", "H"], "positions_angstrom": [[-1.6188, -0.6925, -0.3634], [0.4540, 0.0108, 0.0432], [-0.2944, -1.0472, -0.4112], [-0.4685, 1.0469, 0.3798], [1.9494, 0.0623, 0.1540], [-1.7329, 0.5827, 0.1199], [-0.2197, 2.0255, 0.7717], [2.3895, -0.9285, -0.0011], [-2.7005, 1.0493, 0.2435], [2.3889, 0.7399, -0.5878], [0.0138, -2.0226, -0.7638], [-2.3872, -1.2803, -0.6385], [2.2651, 0.4135, 1.1429]]}

- Which formula does entry 4 have?
  C5H7N

- Which formula does entry 2 have?
  C5H8FHoO4